Record 1
# C4H8N2

2 unconnected molecules or ions with the total composition C4H8N2 in a non-equilibrium geometry (ωB97M-V/def2-TZVPD, OMol25).

Values from the calculation:
- E_LUMO: -0.082 eV
- HOMO: -9.514 eV

Geometry (Å):
C1 1.488 0.252 -0.375
C2 0.007 0.008 -0.241
C3 -0.511 -1.402 -0.124
N1 -0.820 0.886 -0.823
C4 -0.267 0.795 1.838
N2 -1.181 1.128 2.490
H1 1.722 0.742 0.561
H2 1.744 0.904 -1.216
H3 2.056 -0.680 -0.444
H4 -0.747 -1.813 -1.119
H5 -1.417 -1.401 0.481
H6 0.234 -2.049 0.340
H7 -1.797 0.780 -0.575
H8 -0.512 1.850 -0.793

=====

Record 2
# C4H8N2

A molecular structure, C4H8N2 in a non-equilibrium geometry (ωB97M-V/def2-TZVPD, OMol25).

Values from the calculation:
- E_LUMO: 0.631 eV
- HOMO: -8.753 eV

Geometry (Å):
C1 1.740 -0.675 -0.764
N1 0.004 0.833 -0.053
C2 0.443 -0.504 -0.027
C3 -1.186 1.289 0.327
C4 -0.165 -1.479 0.652
N2 -2.216 0.850 0.857
H1 -0.071 1.790 -0.825
H2 -2.852 1.471 1.337
H3 -1.132 2.313 -0.564
H4 1.609 -0.442 -1.823
H5 2.504 -0.002 -0.369
H6 2.109 -1.694 -0.665
H7 0.319 -2.437 0.766
H8 -1.105 -1.314 1.152